Record 1
The following is a quantum chemistry calculation of a cluster of 3 separate species, C25H51N2O2 in total, from the OMol25 dataset.

Positions of all 80 atoms, in Å:
C  5.1523  5.4979  -0.0798
C  3.8194  6.1289  -0.4971
C  3.3992  5.6841  -1.8646
C  2.0743  6.0860  -2.4244
C  0.8454  5.4212  -1.7546
C  0.2695  6.2617  -0.6157
C  1.0856  3.9820  -1.3073
H  5.6233  6.0265  0.7425
H  4.9809  4.4624  0.2137
H  5.8304  5.4645  -0.9319
H  3.9064  7.2176  -0.4800
H  3.0530  5.8152  0.2167
H  3.6318  4.6311  -2.0242
H  1.9714  7.1726  -2.3663
H  2.0574  5.8215  -3.4836
H  0.0647  5.3892  -2.5196
H  0.9531  6.3336  0.2281
H  -0.6349  5.7787  -0.2436
H  -0.0014  7.2557  -0.9658
H  0.1374  3.4544  -1.2308
H  1.6063  3.9286  -0.3550
H  1.6707  3.4422  -2.0517
C  -0.0926  0.3362  -0.2442
C  1.2513  -0.2026  0.2279
C  2.2482  0.9560  0.3196
C  3.5743  0.5343  0.9435
C  3.3327  -0.1440  2.2915
C  2.2590  -1.2475  2.2526
N  1.0287  -0.8647  1.5289
O  0.3269  0.0602  2.3486
C  2.8705  -2.5392  1.6745
C  1.8572  -1.5716  3.6864
C  1.7019  -1.2057  -0.8498
H  -0.4885  1.0579  0.4650
H  0.0259  0.8146  -1.2242
H  -0.8139  -0.4794  -0.3428
H  1.8041  1.7439  0.9344
H  2.4175  1.3833  -0.6774
H  4.1311  -0.1271  0.2698
H  4.2089  1.4155  1.0906
H  4.2719  -0.5678  2.6685
H  3.0197  0.6179  3.0106
H  2.0865  -3.2877  1.5467
H  3.6200  -2.9411  2.3638
H  3.3702  -2.4009  0.7171
H  1.5258  -0.6797  4.2088
H  2.7144  -2.0046  4.2184
H  1.0366  -2.2916  3.6955
H  1.5017  -0.8082  -1.8499
H  1.1362  -2.1323  -0.7429
H  2.7620  -1.4557  -0.8381
C  -1.1355  -4.0215  -0.7960
C  -2.5405  -3.9392  -0.2264
C  -2.6050  -2.8075  0.7995
C  -4.0257  -2.5281  1.2840
C  -4.9755  -2.2685  0.1129
C  -4.9201  -3.3249  -0.9970
N  -3.4978  -3.6374  -1.3400
O  -3.0165  -2.8234  -2.2012
C  -5.6880  -4.5904  -0.5838
C  -5.5981  -2.7855  -2.2499
C  -2.8420  -5.2957  0.4317
H  -0.8363  -3.0818  -1.2511
H  -0.4410  -4.2235  0.0191
H  -1.0418  -4.8159  -1.5399
H  -2.1938  -1.8990  0.3525
H  -1.9510  -3.0524  1.6377
H  -4.3980  -3.3523  1.9006
H  -4.0116  -1.6503  1.9315
H  -6.0063  -2.2104  0.4730
H  -4.7373  -1.2926  -0.3198
H  -5.5289  -5.3869  -1.3122
H  -6.7555  -4.3692  -0.5546
H  -5.4182  -4.9661  0.3985
H  -5.1968  -1.8195  -2.5434
H  -6.6640  -2.6686  -2.0486
H  -5.4763  -3.4732  -3.0875
H  -1.9653  -5.6102  0.9970
H  -3.0487  -6.0586  -0.3209
H  -3.6690  -5.2712  1.1361

Cartesian forces, eV/Å:
-0.31 -0.22 -0.27
0.57 0.09 -0.49
-0.58 -0.77 0.79
0.39 0.17 -0.13
-0.26 0.13 0.10
-0.11 -0.36 -0.07
-0.06 0.11 -0.47
0.06 0.03 0.12
0.07 -0.05 0.12
0.16 0.16 0.03
-0.21 0.12 0.18
-0.12 0.23 0.15
0.29 0.12 -0.36
-0.12 0.10 -0.03
0.01 -0.01 -0.08
0.01 0.03 -0.12
0.10 0.13 0.02
-0.07 0.02 0.06
0.06 0.17 0.06
-0.04 -0.05 0.28
0.05 -0.08 0.10
0.08 -0.09 0.02
-0.18 0.22 -0.16
0.15 -0.17 -0.31
0.17 0.22 -0.03
-0.03 -0.04 0.06
0.09 0.20 0.06
0.26 -0.23 -0.10
-0.42 0.16 0.31
0.11 0.03 -0.04
0.07 0.01 -0.06
0.12 -0.11 0.27
0.08 -0.09 -0.20
0.04 -0.07 0.11
0.01 -0.07 -0.03
0.05 0.02 -0.01
-0.08 -0.11 0.08
-0.02 -0.06 -0.01
-0.06 -0.04 -0.01
0.03 -0.02 -0.02
-0.02 -0.02 0.03
-0.12 -0.01 -0.05
-0.03 0.00 -0.03
-0.04 0.04 0.04
-0.03 0.01 0.03
-0.09 0.03 -0.09
0.00 -0.03 -0.03
-0.02 -0.01 -0.04
-0.07 0.09 0.04
0.03 -0.01 0.05
0.00 0.06 0.10
0.21 0.15 -0.18
0.13 -0.58 0.31
-0.20 0.20 0.07
-0.01 -0.08 -0.06
0.16 0.17 0.18
-0.48 -0.42 0.03
0.06 0.77 0.39
0.11 -0.16 -0.41
0.10 -0.06 0.03
-0.06 0.11 -0.11
-0.07 -0.01 -0.04
-0.04 -0.02 -0.04
-0.01 -0.02 0.06
-0.08 0.00 -0.01
0.01 -0.06 0.00
0.04 0.04 0.01
0.01 -0.04 -0.03
0.00 0.00 0.02
-0.04 0.03 -0.03
0.07 -0.04 -0.07
0.02 -0.01 0.00
0.00 0.07 -0.04
0.02 0.03 0.00
0.06 -0.03 -0.01
-0.03 -0.01 0.03
0.00 -0.02 0.01
0.06 0.04 -0.02
0.00 0.00 -0.02
-0.01 0.03 -0.01

Computed properties:
<S²>: 2.01
Relative energy (zero: lowest compared OMol25 entry of this formula, charge and spin), eV: 0.447
Multiplicity: 3
Frontier orbital gap (alpha / beta), eV: 4.48 / 4.17
E_HOMO (alpha / beta), eV: -1.82 / -1.82
Electronic energy, Eh: -1242.9879
Charge: -1

Record 2
The following is a quantum chemistry calculation of a cluster of 12 separate species, C25H52B3Cl22FO3 in total, from the OMol25 dataset.

Positions of all 106 atoms, in Å:
C  -1.1215  4.8768  -2.7364
C  0.1671  5.5195  -1.8859
F  1.3721  5.2106  -2.6955
C  0.2193  4.9881  -0.3359
B  1.7330  4.8056  0.2871
O  2.6724  5.9539  0.5444
B  3.8159  5.6336  -0.3816
O  4.5538  4.3383  -0.3002
B  3.4445  3.3205  -0.3107
O  2.2991  3.4596  0.6565
H  -0.9310  5.1395  -3.8835
H  -0.9900  3.7022  -2.6569
H  -2.1536  5.2672  -2.3420
H  0.0114  6.7028  -1.8932
H  -0.4695  4.0219  -0.2115
H  -0.3116  5.8259  0.3247
H  4.0342  6.4713  -1.2011
H  3.3993  2.4037  -1.0454
Cl  2.0275  -1.1407  2.6343
C  3.7703  -0.7969  2.5043
C  4.0452  0.5040  1.7666
Cl  3.6372  0.3945  0.0359
H  4.2489  -1.6488  2.0115
H  4.1573  -0.7334  3.5257
H  5.1107  0.7469  1.8253
H  3.4822  1.3382  2.1961
Cl  0.3577  -6.3996  2.8260
C  0.7185  -5.3753  4.2378
C  1.9578  -4.5206  4.0249
Cl  3.4478  -5.4961  3.9810
H  0.8224  -6.0257  5.1118
H  -0.1533  -4.7328  4.3937
H  2.0681  -3.8126  4.8522
H  1.8987  -3.9488  3.0938
Cl  -1.4431  -2.4071  3.0783
C  -2.5198  -3.3953  2.0601
C  -1.8946  -3.7231  0.7134
Cl  -1.7451  -2.2844  -0.3265
H  -3.4663  -2.8580  1.9452
H  -2.7178  -4.3188  2.6122
H  -2.5247  -4.4380  0.1750
H  -0.9000  -4.1648  0.8270
Cl  2.5645  -6.4674  -3.2390
C  2.8771  -6.7490  -1.5082
C  1.7061  -7.4293  -0.8169
Cl  0.2872  -6.3596  -0.6892
H  3.1151  -5.7866  -1.0449
H  3.7651  -7.3851  -1.4465
H  1.9865  -7.7054  0.2043
H  1.3997  -8.3385  -1.3430
Cl  -1.7961  2.0390  -2.6684
C  -2.8976  1.1826  -1.5613
C  -3.7114  2.1411  -0.7064
Cl  -2.7040  2.9989  0.4865
H  -2.3003  0.5020  -0.9468
H  -3.5666  0.5806  -2.1835
H  -4.4665  1.5859  -0.1412
H  -4.2258  2.8893  -1.3171
Cl  8.9878  5.9286  -0.1154
C  7.7069  5.8114  1.1167
C  8.1533  5.0184  2.3349
Cl  8.3686  3.2883  1.9689
H  6.8239  5.3667  0.6475
H  7.4566  6.8348  1.4113
H  7.3934  5.0831  3.1198
H  9.0952  5.3993  2.7414
Cl  -4.8165  -2.3752  -0.0691
C  -5.8933  -3.3633  -1.0873
C  -5.2681  -3.6912  -2.4340
Cl  -5.1186  -2.2525  -3.4739
H  -6.8397  -2.8260  -1.2022
H  -6.0912  -4.2869  -0.5352
H  -5.8981  -4.4060  -2.9724
H  -4.2734  -4.1329  -2.3204
Cl  -2.9346  5.3986  -5.1138
C  -4.6701  5.7898  -5.2014
C  -5.4294  5.3084  -3.9751
Cl  -5.5317  3.5314  -3.9024
H  -5.0709  5.3527  -6.1211
H  -4.7455  6.8783  -5.2811
H  -6.4573  5.6832  -4.0032
H  -4.9646  5.6600  -3.0489
Cl  -1.2377  -2.1610  -3.6055
C  0.2332  -1.2839  -3.1157
C  1.3191  -1.3463  -4.1782
Cl  1.9974  -2.9846  -4.3508
H  0.5761  -1.7007  -2.1636
H  -0.0605  -0.2438  -2.9456
H  2.1487  -0.6885  -3.9011
H  0.9453  -1.0287  -5.1563
Cl  4.2621  -9.6589  6.7150
C  5.0895  -8.1839  6.1564
C  6.4138  -7.9635  6.8702
Cl  6.1903  -7.5431  8.5869
H  4.4094  -7.3384  6.2982
H  5.2622  -8.3052  5.0828
H  6.9512  -7.1295  6.4081
H  7.0528  -8.8502  6.8182
Cl  -9.4490  4.4384  -2.7293
C  -9.0135  4.4635  -1.0024
C  -8.5161  5.8292  -0.5558
Cl  -6.9322  6.2326  -1.2645
H  -8.2639  3.6851  -0.8298
H  -9.9159  4.1964  -0.4446
H  -8.3883  5.8413  0.5310
H  -9.2202  6.6227  -0.8242

Cartesian forces, eV/Å:
2.61 -0.04 -0.14
-1.98 0.86 -0.62
-1.72 0.35 1.87
-0.80 0.20 0.25
1.21 -0.29 1.49
0.20 -3.53 -3.33
-0.54 -1.04 2.17
-4.75 0.85 -0.56
-0.05 1.75 2.26
1.19 2.80 -3.61
-0.42 -0.27 2.82
-0.19 3.93 0.05
2.11 -0.85 -0.76
0.92 -2.57 -0.02
1.86 2.03 -0.41
1.08 -1.61 -1.46
0.46 -0.23 0.22
0.29 0.76 -0.31
-0.06 0.00 -0.08
0.34 0.08 0.03
0.13 -0.04 0.35
0.08 -0.94 0.42
-0.16 0.22 0.01
-0.06 0.09 -0.17
-0.15 -0.14 -0.01
-0.02 -0.21 -0.13
-0.01 0.01 -0.03
0.08 0.18 0.36
-0.44 0.22 0.01
0.11 -0.09 -0.06
0.07 0.08 -0.24
0.22 0.00 -0.10
-0.07 -0.16 -0.12
0.00 -0.22 0.20
0.10 0.08 0.06
-0.22 -0.27 -0.17
-0.01 -0.18 0.24
0.54 0.00 0.19
0.42 -0.11 0.10
0.11 0.08 -0.13
0.02 0.15 0.13
-0.18 0.16 0.03
-0.03 0.00 0.03
0.05 -0.05 0.24
0.31 -0.20 0.05
-0.05 0.01 -0.14
-0.17 -0.17 -0.12
-0.20 0.02 0.01
0.01 0.14 -0.14
0.04 0.28 0.01
-0.78 -1.87 0.06
-0.34 -0.44 0.23
-0.20 -0.18 -0.30
-0.06 0.02 0.06
-0.10 0.21 -0.08
0.04 0.11 0.11
0.20 -0.02 -0.11
0.20 -0.13 0.07
0.00 -0.04 0.00
-0.24 0.00 0.20
-0.10 0.33 0.08
0.03 -0.03 -0.02
0.26 -0.04 0.08
0.11 -0.17 0.04
0.06 0.01 -0.21
-0.16 -0.12 -0.20
-0.60 0.09 -0.23
-0.32 -0.21 -0.18
-0.03 -0.20 0.14
0.04 0.01 0.06
0.26 -0.06 -0.04
0.09 0.11 -0.13
0.03 0.15 0.15
-0.15 0.20 0.02
-0.53 0.05 -0.34
-0.28 0.03 -0.13
0.03 0.37 -0.20
0.04 -0.05 0.05
0.07 0.01 0.25
-0.02 -0.17 0.11
0.21 -0.10 -0.05
0.01 -0.15 -0.28
-0.01 0.02 -0.20
0.31 0.18 0.08
-0.10 0.30 0.05
-0.03 -0.03 0.01
-0.06 -0.03 -0.24
0.06 -0.13 -0.12
-0.17 -0.11 0.05
0.00 -0.14 0.23
-0.02 0.00 0.04
0.16 0.26 -0.10
0.04 -0.03 -0.31
-0.01 -0.04 0.01
0.17 -0.21 0.05
0.04 0.00 0.19
-0.18 -0.11 0.05
-0.23 0.14 0.07
0.07 0.02 -0.02
0.05 0.01 0.28
-0.31 -0.10 0.22
-0.11 0.05 0.11
-0.08 0.23 -0.11
0.13 0.14 -0.07
0.00 -0.09 -0.19
0.18 -0.21 -0.06

Computed properties:
Frontier orbital gap, eV: 10.17
E_HOMO, eV: -9.92
SMILES string: C[C@H](F)CB1OBOBO1.ClCCCl.ClCCCl.ClCCCl.ClCCCl.ClCCCl.ClCCCl.ClCCCl.ClCCCl.ClCCCl.ClCCCl.ClCCCl
Electronic energy, Eh: -11508.2701
Charge: 0